(1)
87
Properties=species:S:1:pos:R:3:forces:R:3:lowdin_charge:R:1 method="wB97M-V/def2-TZVPD" gap_ev=6.0 total_charge=+1
P 2.43729 5.91801 -1.73390 0.87 -6.18 -4.50 0.688
P -3.07201 -4.13288 1.20997 -8.41 -3.46 0.02 0.730
P 3.58744 -2.29311 -2.48274 7.76 3.35 -2.80 0.733
P 1.82565 0.54246 1.88894 -0.96 1.86 8.95 0.767
O 1.15299 4.89366 -1.60700 -0.11 0.42 0.44 -0.297
O 3.04537 1.72112 1.78647 0.63 -1.44 -3.47 -0.339
O 3.13427 5.34008 -0.32009 -0.62 3.65 0.41 -0.267
O -3.15592 -3.65509 2.84277 3.82 0.87 -0.35 -0.332
O 4.25690 -3.84086 -2.35759 -3.13 -0.59 1.55 -0.298
O 3.61009 -2.32589 -4.12350 -0.91 -0.56 0.39 -0.286
O 2.80200 -0.36494 2.83981 0.03 -0.67 -1.15 -0.286
O -4.46139 -3.58214 0.92817 0.75 1.22 -0.21 -0.269
O -3.36578 3.09834 1.19010 -0.20 -0.40 -0.15 -0.101
O 2.78181 -0.78619 -2.48504 -3.28 -1.98 0.79 -0.339
O 0.92740 1.46108 2.70115 -0.45 0.50 -1.28 -0.248
O -3.08653 -5.70743 1.65530 1.08 0.35 -0.21 -0.285
O -2.86887 -4.52737 -0.42282 3.02 1.95 0.45 -0.307
O 4.83451 -1.66799 -1.89161 -0.65 -0.27 0.90 -0.243
O 3.48273 5.43790 -2.69582 -0.42 0.84 0.70 -0.244
O 0.60765 -0.65395 1.93350 0.16 -0.26 -3.46 -0.333
O 1.57162 6.93252 -2.76245 0.23 1.83 3.32 -0.294
N -3.82360 0.43563 -0.00213 -0.09 0.38 -0.62 0.098
C 0.21345 -1.16238 3.20428 0.40 -0.59 0.37 -0.125
C -5.62071 0.82952 1.76245 0.70 -0.94 -0.10 -0.007
C -3.76376 -5.47963 -0.99307 -0.06 -0.88 -0.01 -0.115
C -4.48870 2.76032 0.39310 0.13 -0.08 -0.85 -0.146
C 3.53687 0.35711 -2.88482 0.43 0.32 0.01 -0.128
C 3.95965 -0.97092 2.22622 0.28 0.06 0.14 -0.074
C 5.44206 -4.11411 -3.09752 0.18 -0.21 -0.83 -0.118
C -0.05784 5.42086 -1.05355 -0.02 -0.14 -0.20 -0.107
C -4.39607 -3.85087 3.51928 -0.56 0.06 0.05 -0.122
C -2.51829 0.78174 0.64469 1.24 0.49 1.30 -0.054
C 3.30960 2.51242 2.94289 -0.29 0.36 0.42 -0.119
C -4.96565 1.29142 0.45145 -1.16 1.12 0.43 -0.285
C 1.35519 6.46695 -4.08975 0.27 -0.27 -0.57 -0.121
C 2.35962 -2.49898 -4.80473 0.03 0.22 -0.21 -0.100
C 3.29558 3.93223 -0.19867 -0.33 -0.62 -0.11 -0.117
C -2.58266 2.00143 1.62654 -0.57 -0.72 0.55 -0.154
C -1.92513 -6.22452 2.33067 -0.09 -0.17 0.28 -0.085
H -0.69116 -1.75623 3.05389 0.03 0.04 -0.23 0.072
H 2.59766 3.33349 3.00728 -0.05 -0.09 0.06 0.089
H -1.57305 2.36981 1.85337 -0.18 -0.26 -0.37 0.127
H -3.71267 0.64220 -0.99796 -0.09 -0.19 0.05 0.183
H 4.18609 0.13217 -3.73037 0.02 -0.07 0.08 0.092
H 3.27667 1.91377 3.85304 -0.09 -0.05 -0.07 0.093
H 3.89042 -0.98020 1.13712 0.09 -0.04 0.01 0.075
H -5.96741 -0.20723 1.60348 -0.14 0.40 0.17 0.094
H 4.84967 -0.41633 2.52119 -0.03 0.02 -0.09 0.094
H 2.23132 6.66629 -4.70395 0.04 -0.14 0.07 0.089
H 1.57866 -2.87107 -4.13864 -0.04 -0.02 -0.08 0.080
H -3.53994 -6.48424 -0.63755 -0.07 0.02 0.02 0.087
H -2.97707 1.62932 2.58972 0.07 0.17 -0.30 0.119
H 2.82497 1.12952 -3.18110 -0.19 -0.19 0.04 0.090
H 0.10789 6.36032 -0.52455 -0.12 -0.01 0.03 0.087
H -1.68882 -7.20232 1.91605 -0.06 0.05 -0.08 0.093
H -0.77615 5.58778 -1.85780 0.00 0.11 0.04 0.086
H 2.50044 -3.21169 -5.61543 0.06 -0.02 0.07 0.091
H -3.60951 -5.45690 -2.07137 0.21 0.18 0.07 0.094
H -2.21599 -0.08606 1.24516 0.18 0.29 -0.31 0.129
H -1.05871 -5.57160 2.21289 0.04 -0.07 0.03 0.083
H -5.07916 -3.03289 3.29754 -0.03 -0.10 -0.10 0.076
H 3.78070 3.50924 -1.07924 -0.06 0.18 -0.09 0.088
H -4.07005 -0.55912 0.05433 0.20 0.03 0.26 0.179
H 0.98304 -1.81740 3.61063 -0.03 0.05 0.09 0.087
H -0.46929 4.69161 -0.35491 0.08 -0.01 0.03 0.077
H 1.11852 5.40254 -4.10812 0.10 0.02 0.07 0.086
H -5.32661 3.43754 0.61158 0.27 -0.30 0.23 0.145
H 3.92436 3.74952 0.66735 0.02 0.33 0.00 0.074
H 4.12675 0.72818 -2.04849 0.10 -0.12 -0.06 0.078
H 5.82591 -5.07071 -2.74452 -0.24 0.00 0.16 0.094
H -0.00543 -0.36213 3.91098 0.17 0.17 -0.16 0.088
H -4.80084 -5.22655 -0.77616 0.10 0.13 0.20 0.086
H -4.18330 -3.84877 4.58879 0.28 0.02 -0.08 0.096
H 6.19594 -3.34515 -2.93236 -0.20 0.15 0.07 0.087
H 5.22453 -4.20518 -4.16132 0.06 0.05 0.01 0.084
H -1.74452 1.00598 -0.10040 -0.50 -0.41 -0.12 0.141
H 4.31176 2.92730 2.82719 0.02 -0.17 -0.23 0.097
H 2.04554 -1.54236 -5.22358 -0.06 -0.02 0.06 0.089
H 0.50981 7.02511 -4.49393 0.01 0.12 0.26 0.093
H -2.14841 -6.33307 3.39172 0.05 0.07 -0.01 0.092
H -4.85194 -4.80336 3.25072 0.03 0.05 -0.10 0.093
H 4.04570 -1.99540 2.58318 -0.11 0.03 0.02 0.092
H -4.21936 2.97071 -0.66598 -0.12 -0.10 0.30 0.136
H -5.73907 1.18994 -0.32799 0.33 0.07 0.16 0.161
H -6.47139 1.46115 2.03367 0.22 -0.07 -0.23 0.103
H 2.33513 3.44837 -0.02957 0.04 0.02 -0.04 0.073
H -4.92845 0.77855 2.61346 -0.15 0.25 -0.25 0.084



(2)
10
Properties=species:S:1:pos:R:3:forces:R:3:lowdin_charge:R:1 method="wB97M-V/def2-TZVPD" gap_ev=10.0 total_charge=0 relative_energy_kj_mol=5.55
Br -3.38022 0.53022 0.58329 0.71 0.08 -0.58 0.646
Br -0.65439 1.73206 1.61212 -0.25 0.02 -0.47 0.671
Br -1.35203 1.97287 -1.56917 -0.15 -0.49 1.09 0.669
O -0.98304 -1.03082 -1.40463 -1.36 -0.18 0.49 -0.061
O 0.62641 -0.35604 -0.05119 0.04 0.69 0.86 -0.087
C -1.50183 0.84761 0.08382 -0.04 1.05 0.39 -1.481
C -0.79520 -0.47736 -0.11785 2.09 -2.16 -1.57 -0.665
H -1.12416 -1.21658 0.64297 -0.22 0.52 -0.54 0.146
H 1.03821 -1.19862 -0.33028 -0.75 0.56 0.15 0.120
H -0.65397 -0.37974 -2.04464 -0.07 -0.08 0.17 0.042



(3)
13
Properties=species:S:1:pos:R:3:forces:R:3:lowdin_charge:R:1 method="wB97M-V/def2-TZVPD" gap_ev="7.3 / 7.6" total_charge=0 relative_energy_kj_mol=549.58
O 1.15813 0.66245 -3.12831 -1.86 0.23 2.72 0.054
N -0.74822 1.09054 1.01522 -0.04 -1.12 0.47 -0.023
N -0.71424 1.36010 -0.23309 0.29 0.91 -1.43 0.027
N -0.06145 0.51256 -1.08188 -0.30 -2.10 -0.09 -0.073
N -1.16704 -2.91986 -0.42345 -0.19 0.04 -0.19 0.185
C 0.52821 1.17629 -2.20427 2.08 1.66 -2.48 -0.216
C 0.12034 -0.87543 -0.94795 3.54 3.44 -1.80 -0.075
C -0.65386 -1.92187 -0.71333 -3.09 -2.47 1.40 -0.297
C -0.56902 -0.08744 1.54388 0.46 3.41 2.29 0.044
H 0.98524 -1.31490 -1.45745 0.29 1.11 -0.07 0.140
H -0.38491 -0.03792 2.61626 0.06 -0.21 -0.20 0.086
H 0.49780 2.34832 -2.20297 -0.63 -2.10 0.70 0.168
H -0.66418 -0.98197 1.10276 -0.61 -2.79 -1.33 -0.021



no.,total energy (eV)
1,-91842.993
2,-216344.270
3,-12214.814